(1)
71
Properties=species:S:1:pos:R:3:forces:R:3 method="wB97M-V/def2-TZVPD" charge=-1 lumo_ha=0.070 e_above_lowest_kcal_mol=0.0 homo_ev=-5.0
C 1.5683 -0.7120 1.2462 -0.222 -0.212 0.031
Si -0.0354 0.1493 1.6826 0.234 0.040 0.039
C -1.3688 -0.6788 0.6445 0.071 0.181 0.177
C -0.3848 -0.2642 3.4741 -0.030 -0.138 -0.053
C -0.0702 2.0936 1.5192 -0.402 -0.593 -0.098
C -1.3835 2.4601 0.7784 0.192 0.117 0.189
C -1.6275 3.9361 0.7181 -0.008 0.247 -0.094
O -1.5521 4.5853 -0.2998 -0.068 0.001 -0.052
O -0.1551 2.5362 2.8716 0.276 0.375 0.020
P 1.0720 3.6761 3.3091 -0.448 -0.461 0.406
S 2.5655 5.3451 3.8241 0.142 -0.182 -0.026
C 1.8915 6.7761 2.9743 -0.372 -0.256 -0.101
O 2.5378 5.6806 5.2451 -0.148 0.032 0.254
O 3.8828 5.1300 3.2415 0.239 0.034 -0.132
O 2.0264 3.0728 1.9699 0.037 0.087 -0.213
C 1.1370 2.8651 0.9231 -0.085 0.179 0.233
P 1.9863 2.2731 -0.5817 0.616 -0.145 0.023
O 0.8718 1.3975 -1.3169 0.051 0.066 0.011
O 2.0234 3.5923 -1.5141 -0.252 0.098 0.060
S 3.7360 1.4771 -0.4387 -0.122 -0.051 -0.078
H 1.7030 -0.7758 0.1680 0.185 0.091 -0.010
H 1.4677 -1.7406 1.6122 -0.006 0.001 0.049
H 2.4487 -0.2738 1.7099 0.049 0.087 -0.083
H -2.3709 -0.3108 0.8691 -0.026 0.034 -0.048
H -1.1704 -0.5496 -0.4200 -0.052 -0.095 -0.046
H -1.3535 -1.7389 0.9072 -0.007 -0.061 -0.184
H -1.2634 0.2489 3.8622 0.029 0.062 0.053
H 0.4768 -0.0142 4.0940 -0.049 0.125 0.050
H -0.5507 -1.3436 3.5486 -0.022 -0.018 0.004
H -2.2008 2.0061 1.3441 -0.081 -0.045 -0.090
H -1.3551 2.0784 -0.2418 -0.066 -0.073 -0.002
H -1.8792 4.4502 1.6617 0.021 -0.125 0.133
H 0.4669 4.6627 2.4444 0.224 0.063 -0.103
H 0.3123 4.1231 4.4396 -0.075 0.184 -0.155
H 1.8238 2.7988 4.1457 0.149 0.071 -0.087
H 1.9448 6.5873 1.9041 0.148 0.129 -0.034
H 0.8416 6.8656 3.2510 0.033 0.170 0.110
H 2.4665 7.6459 3.2781 0.063 0.005 -0.004
H 0.7733 3.8504 0.5861 -0.201 -0.098 -0.125
H 1.2330 1.0298 -2.1425 -0.218 -0.078 -0.124
H 2.3087 4.3444 -0.9822 0.150 0.154 -0.118
O -2.3238 -4.1930 1.4704 -0.023 0.100 -0.066
S -2.0328 -5.5519 1.1365 -0.005 -0.086 0.136
O -1.7339 -5.9029 -0.2166 0.027 0.012 -0.072
O -3.2221 -6.4678 1.6676 0.028 -0.067 -0.030
C -4.5645 -6.0749 1.2960 -0.281 0.090 -0.012
C -4.9061 -6.4415 -0.1325 0.138 -0.009 -0.046
C -0.7743 -6.1739 2.1931 0.025 -0.012 0.030
H -4.6841 -5.0064 1.4784 0.085 0.009 -0.004
H -5.2035 -6.6069 1.9980 0.078 -0.050 0.036
H -4.3213 -5.8601 -0.8430 -0.004 0.016 0.009
H -5.9638 -6.2468 -0.3135 -0.012 -0.006 0.029
H -4.7039 -7.4969 -0.3153 -0.044 -0.012 0.014
H -1.0291 -5.9309 3.2205 -0.001 0.008 0.000
H 0.1481 -5.6780 1.8983 -0.008 0.017 -0.010
H -0.6946 -7.2473 2.0455 0.006 0.000 -0.015
O 2.4750 -1.4500 -4.0205 -0.047 -0.033 0.061
S 2.1913 -0.2493 -4.7420 0.178 -0.145 -0.170
O 1.3037 0.7181 -4.1663 -0.068 0.054 0.188
O 1.6687 -0.6376 -6.1938 0.022 0.134 0.058
C 0.5865 -1.5970 -6.2624 -0.237 -0.250 -0.043
C -0.7588 -0.9868 -5.9307 0.066 0.122 0.074
C 3.6793 0.5450 -5.2231 0.038 0.038 0.028
H 0.8188 -2.4401 -5.6108 0.057 0.054 0.045
H 0.6096 -1.9529 -7.2905 0.076 0.072 -0.023
H -0.8167 -0.6937 -4.8841 0.000 -0.018 0.008
H -1.5459 -1.7149 -6.1293 0.016 -0.018 -0.023
H -0.9362 -0.0989 -6.5374 -0.020 -0.026 -0.033
H 4.3361 -0.1913 -5.6769 -0.004 -0.010 0.004
H 4.1164 0.9474 -4.3098 -0.021 -0.005 0.026
H 3.4374 1.3459 -5.9162 -0.012 0.017 0.018

(2)
69
Properties=species:S:1:pos:R:3:forces:R:3 method="wB97M-V/def2-TZVPD" lumo_ha=0.001 e_above_lowest_kcal_mol=80.4 homo_ev=-10.0
C 13.3170 -1.1470 -20.0410 -1.328 -0.666 -1.191
C 13.2811 0.2910 -20.4734 2.799 -0.591 2.340
O 12.1682 0.5282 -21.2140 -3.277 1.928 -1.156
S 11.0859 1.7266 -20.7418 -0.835 2.345 -1.711
C 10.0806 0.8839 -19.4957 0.590 -0.168 -2.335
O 11.7619 2.7985 -19.9948 -0.539 -1.786 -1.614
O 10.2716 2.0494 -21.9723 2.606 -1.350 3.673
H 14.2934 -1.5425 -19.7611 -0.289 0.352 0.716
H 12.9901 -1.7664 -20.8762 0.049 -0.146 -0.181
H 12.4664 -1.1393 -19.3594 0.534 -1.149 0.759
H 13.2301 0.7710 -19.4961 0.338 1.036 -0.333
H 14.2282 0.5098 -20.9667 -0.309 0.709 -0.388
H 9.7323 0.0772 -20.1408 -0.158 -0.609 0.723
H 9.2191 1.5130 -19.2717 0.481 0.132 0.413
H 10.8171 0.6151 -18.7385 -0.667 -0.054 0.272
C 6.0397 -7.7489 -20.2731 -0.226 2.163 0.173
C 5.9199 -8.2060 -21.7589 2.427 2.698 2.064
O 5.2300 -9.3646 -21.7168 -2.820 -2.999 -2.039
S 4.6436 -9.9302 -23.1829 -0.939 0.152 0.711
C 6.1054 -10.9387 -23.6288 -0.585 -0.245 -0.064
O 3.5219 -10.8908 -22.8700 3.443 3.190 -1.065
O 4.5046 -8.7398 -24.0769 0.099 -3.251 1.967
H 6.1201 -6.6626 -20.3121 -0.107 0.402 -0.289
H 6.8589 -7.8940 -19.5688 0.427 -1.333 -0.705
H 5.1358 -7.8491 -19.6723 -0.260 -0.574 -0.443
H 5.5110 -7.3702 -22.3266 -0.780 -0.406 0.012
H 6.9173 -8.3131 -22.1852 0.317 -0.378 -0.038
H 5.7588 -11.4405 -24.5322 0.364 -0.145 0.008
H 6.3262 -11.6479 -22.8311 -0.790 -0.126 0.056
H 7.0778 -10.4631 -23.7565 -0.543 0.865 -0.356
C 10.3640 -3.3628 -25.6816 0.612 2.007 0.569
C 9.5036 -2.0668 -25.7480 1.562 -0.889 -0.076
O 8.3473 -2.3344 -26.4718 -3.585 -1.316 0.197
S 7.2341 -3.4265 -25.8436 0.436 0.409 -1.039
C 7.7979 -4.9236 -26.7106 -0.497 -0.288 -1.049
O 7.4480 -3.5728 -24.4093 -0.352 0.362 -1.778
O 5.9429 -3.0727 -26.4270 2.146 -0.411 1.248
H 10.7091 -3.6222 -26.6825 -0.571 -0.552 0.005
H 9.8613 -4.1056 -25.0623 0.208 -0.208 -0.470
H 11.2937 -3.0806 -25.1875 0.071 -0.100 0.356
H 9.3103 -1.6338 -24.7666 -0.119 -0.117 0.002
H 9.9453 -1.3167 -26.4041 0.507 0.080 0.405
H 7.3756 -4.9151 -27.7154 -0.794 0.343 0.184
H 7.4184 -5.8186 -26.2177 0.092 0.224 0.259
H 8.8343 -5.0376 -27.0285 0.274 0.458 1.213
C 11.9992 -12.0422 -25.9520 -0.646 1.588 0.104
C 12.7713 -11.5944 -24.7014 -0.994 -0.936 -0.566
O 12.1268 -10.4107 -24.1240 0.982 -0.006 1.226
S 13.0497 -9.4884 -23.0418 0.404 -0.155 -2.391
C 13.8846 -8.5543 -24.4150 -0.630 -0.548 1.069
O 12.1438 -8.5695 -22.3741 1.102 -1.717 -0.598
O 14.0316 -10.3438 -22.3820 -1.747 1.223 -0.518
H 12.2256 -11.3334 -26.7486 0.135 -0.433 -0.432
H 10.9306 -11.9004 -25.7904 -0.108 -0.159 0.242
H 12.1372 -13.0894 -26.2209 0.442 0.225 0.007
H 12.6494 -12.4696 -24.0631 0.647 0.519 0.787
H 13.7976 -11.4148 -25.0214 0.090 0.108 0.640
H 13.0951 -8.2655 -25.1088 -0.011 0.263 0.349
H 14.5452 -9.2330 -24.9546 0.204 0.106 0.397
H 14.3803 -7.7110 -23.9341 0.115 -0.080 -0.324
C -0.6242 -3.9502 -25.8097 -1.481 -0.748 -0.395
C -0.3854 -5.4977 -26.0420 3.050 2.514 1.385
O -1.3476 -6.2621 -25.4613 -2.030 -1.036 -0.274
H -1.2168 -3.8192 -24.9043 0.227 -0.421 0.399
H -1.3526 -3.6132 -26.5472 0.281 0.388 -0.450
H 0.1956 -3.2393 -25.7067 0.333 -0.503 -0.491
H 0.4877 -5.7155 -25.4269 0.467 -0.077 -0.283
H -0.1218 -5.7812 -27.0609 -0.296 0.190 -0.206
H -2.0332 -6.3277 -26.1301 -0.550 -0.306 0.318

(3)
76
Properties=species:S:1:pos:R:3:forces:R:3 method="wB97M-V/def2-TZVPD" charge=-1 lumo_ha=0.067 homo_ev=-2.1
C -1.5657 -2.7012 1.5077 0.235 -1.435 -0.698
B -2.1101 -1.2586 0.9274 0.790 1.912 -0.524
O -3.5669 -1.2716 0.5392 1.204 -0.928 1.715
C -1.1435 0.1001 0.7021 -3.074 -2.445 3.368
C 0.2430 -0.0024 1.5619 0.511 0.899 -1.136
C 0.2760 0.6163 3.0580 1.587 -0.698 0.921
C -0.1641 -0.4362 4.2722 0.419 1.441 0.578
C -1.6757 -0.1726 4.8619 0.325 -1.876 0.739
O -1.6740 0.9485 5.8525 -0.847 0.128 -1.838
C -2.1008 1.3724 1.2249 2.540 -0.186 -1.426
C -3.1963 1.8693 0.1158 -5.631 3.162 5.143
O -4.3069 2.5070 0.5822 6.685 -3.901 -3.414
Br -3.1239 1.5962 -1.8635 0.167 0.121 1.498
H -2.4702 -3.3854 1.8701 1.932 1.272 -0.455
H -1.0995 -3.2923 0.5805 -0.861 1.050 1.872
H -0.7134 -2.6315 2.3015 -1.756 -0.255 -1.370
H -4.0333 -1.9781 1.0828 1.041 1.316 -1.203
H 0.7029 -1.1029 1.6227 -1.281 2.431 -0.185
H 1.0531 0.6071 0.9283 -1.500 -1.221 1.458
H -0.2376 1.6536 3.2234 0.679 -1.981 -0.447
H 1.4342 0.8276 3.2784 -2.341 -0.339 -0.460
H 0.5619 -0.1718 5.1845 -1.732 -0.558 -1.709
H 0.0773 -1.5602 4.0179 -0.893 2.218 0.269
H -1.9387 -1.1364 5.5169 0.443 2.034 -1.403
H -2.5183 -0.0877 4.0597 1.733 0.134 1.314
H -2.2081 1.7248 5.5158 0.970 -1.576 0.255
H -2.5418 1.1937 2.2979 -0.031 0.682 -2.425
H -1.3251 2.2719 1.3507 -1.818 -1.442 -0.476
C 1.0629 0.9265 -2.7470 -0.910 0.320 1.062
O 0.9572 1.2449 -1.5732 0.434 0.181 -0.198
N 2.2524 0.7197 -3.3403 1.908 -0.195 -0.413
N -0.0007 0.7540 -3.5524 -1.129 0.097 -0.542
H 2.3596 0.4570 -4.3055 -0.056 0.038 0.190
H 3.0788 0.8391 -2.7692 -0.235 -0.096 -0.285
H -0.9152 0.9001 -3.1451 0.303 -0.115 0.040
H 0.0661 0.4920 -4.5214 -0.014 -0.173 0.103
C 4.9967 3.0566 -4.5896 0.023 -0.524 0.685
O 5.4762 2.0391 -4.1149 0.072 -0.139 -0.070
N 5.2757 3.4794 -5.8357 0.647 0.123 -1.629
N 4.1465 3.8461 -3.9088 -0.620 0.516 0.958
H 4.8907 4.3144 -6.2440 0.062 -0.180 0.108
H 5.9117 2.9137 -6.3824 -0.268 0.257 0.222
H 3.9101 3.5638 -2.9665 -0.050 0.094 -0.333
H 3.7413 4.6877 -4.2826 0.044 -0.209 0.081
C -7.5837 4.6388 0.0620 0.599 -0.792 0.529
O -7.8592 4.3022 1.2028 -0.282 0.146 0.140
N -6.5631 4.0998 -0.6289 0.515 -0.501 -0.229
N -8.2761 5.5789 -0.6061 -1.377 1.452 -0.503
H -6.3208 4.3638 -1.5690 -0.035 -0.060 0.220
H -6.0161 3.3881 -0.1623 0.321 0.018 -0.100
H -9.0527 6.0101 -0.1219 0.342 -0.174 -0.229
H -8.0645 5.8695 -1.5458 -0.011 -0.098 0.221
C 0.5547 -1.9953 -6.3973 -0.446 0.467 0.318
O -0.0579 -0.9945 -6.0602 0.042 0.115 -0.102
N 1.6671 -1.9473 -7.1521 1.210 0.536 -0.880
N 0.1721 -3.2356 -6.0441 -0.769 -1.046 0.525
H 2.1853 -2.7603 -7.4397 -0.103 0.171 0.090
H 1.9894 -1.0325 -7.4397 -0.103 -0.386 0.102
H -0.6608 -3.3163 -5.4756 0.319 0.023 -0.156
H 0.6635 -4.0717 -6.3119 -0.092 0.196 0.063
C 2.9781 -2.7466 0.4731 -0.382 1.104 0.435
O 2.8914 -1.7478 1.1699 0.361 -0.308 -0.022
N 2.2889 -2.8965 -0.6723 -0.782 0.221 -1.164
N 3.7707 -3.7868 0.7886 1.266 -1.170 0.763
H 2.3471 -3.7114 -1.2594 -0.029 0.173 0.185
H 1.6803 -2.1363 -0.9464 0.050 -0.133 0.111
H 4.3070 -3.7145 1.6434 -0.271 -0.056 -0.344
H 3.8554 -4.6177 0.2277 -0.063 0.183 0.137
C 2.3202 -3.2721 6.2802 -0.698 -0.093 -0.842
O 1.5241 -3.9519 5.6520 0.066 -0.122 0.122
N 2.9171 -3.7048 7.4054 0.581 -1.024 1.459
N 2.6717 -2.0295 5.9034 0.184 1.037 -0.651
H 3.5753 -3.1597 7.9364 -0.162 -0.094 -0.130
H 2.6802 -4.6353 7.7239 0.096 0.410 -0.121
H 2.2451 -1.6656 5.0614 0.110 -0.032 0.223
H 3.3254 -1.4544 6.4075 -0.166 -0.117 -0.109

(4)
32
Properties=species:S:1:pos:R:3:forces:R:3 method="wB97M-V/def2-TZVPD" charge=-1 lumo_ha=0.075 homo_ev=-6.0
Ga 0.1570 0.1290 -0.2798 -0.108 0.507 0.209
O -2.0410 3.9261 3.9097 -0.113 0.118 -0.037
C -1.4866 3.1183 2.9830 0.144 -0.214 -0.202
C -0.3988 2.2922 3.2780 0.046 0.008 0.113
C 0.0827 1.4752 2.2810 0.101 -0.088 -0.023
N -0.4770 1.4789 1.0840 0.037 -0.163 -0.083
C -1.4898 2.2710 0.7662 -0.074 0.014 -0.090
C -2.0336 3.1249 1.6971 -0.060 0.083 0.077
C -1.9203 2.0908 -0.6940 -0.026 0.028 0.008
O -2.7832 2.8193 -1.1498 0.029 -0.060 0.084
O -1.2708 1.1514 -1.2760 -0.033 -0.006 -0.009
C 1.2607 0.4959 2.3642 -0.103 0.051 0.268
O 1.9000 0.4372 3.4002 -0.074 0.026 -0.111
O 1.4331 -0.1592 1.2777 -0.261 -0.307 -0.248
H -1.5897 3.8164 4.7520 0.066 -0.025 0.051
H 0.0694 2.2703 4.2546 -0.001 0.000 -0.010
H -2.8621 3.7674 1.4362 0.005 -0.011 -0.009
Cl -3.7048 -6.3187 -0.0160 -0.076 -0.086 0.016
C -2.8282 -4.8554 -0.2524 -0.030 0.024 0.042
C -2.6334 -3.9730 0.8047 0.012 -0.026 -0.137
Cl -3.3011 -4.3231 2.3501 -0.070 -0.035 0.110
C -1.9089 -2.8050 0.6200 0.239 0.213 -0.560
Cl -1.7935 -1.6447 1.8770 0.216 0.259 0.224
C -1.2915 -2.5001 -0.6171 -0.021 0.067 0.084
O -0.5202 -1.4795 -0.8619 -0.319 -0.548 0.525
C -1.5615 -3.3847 -1.6821 0.013 -0.050 0.008
Cl -0.9142 -2.9740 -3.2180 0.034 -0.035 -0.070
C -2.3184 -4.5339 -1.5076 0.084 0.141 0.065
Cl -2.6344 -5.5605 -2.8491 0.007 -0.106 -0.070
S 3.6600 0.1229 -3.2550 0.683 -0.072 -0.562
C 2.4368 0.2450 -2.2566 -0.754 0.135 0.611
N 1.5282 0.3560 -1.5216 0.409 0.156 -0.274